[1]
The following is a quantum chemistry calculation of 2 unconnected molecules or ions with the total composition C12H30N4O6P, from the Open Molecules 2025 dataset.

## Properties
LUMO level	-2.719	eV
strongest force on any atom	1.0	eV/Å
orbital gap	9.35	eV

Geometry as ORCA input:
```
! RIJCOSX wB97M-V def2-TZVPD def2/J DEFGRID3
* xyz 1 1
C 0.02 -2.21 2.90
C -1.51 -2.11 2.97
O -2.03 -0.80 2.80
C -2.08 -0.35 1.47
C -0.91 0.60 1.15
O -0.54 0.57 -0.24
N 0.15 -0.58 -0.51
C 1.23 -0.58 -1.27
N 1.79 -1.82 -1.55
C 0.91 -3.00 -1.50
N 1.76 0.58 -1.73
C 0.81 1.41 -2.57
C 0.54 2.80 -2.04
O 1.67 3.62 -2.17
C 1.39 4.95 -2.60
C 0.96 5.04 -4.06
P 3.34 0.28 -2.55
C 3.97 1.97 -2.58
O 4.03 -0.28 -1.14
H 0.37 -2.95 3.62
H 0.38 -2.54 1.92
H 0.49 -1.27 3.16
H -1.97 -2.79 2.24
H -1.85 -2.44 3.95
H -2.10 -1.20 0.77
H -3.02 0.18 1.33
H -1.18 1.64 1.35
H -0.04 0.36 1.77
H -0.25 -1.43 -0.15
H 2.63 -1.95 -1.00
H 0.78 -3.40 -0.49
H 1.37 -3.78 -2.11
H -0.06 -2.75 -1.91
H 1.26 1.49 -3.56
H -0.13 0.88 -2.68
H -0.33 3.21 -2.57
H 0.25 2.73 -0.98
H 2.31 5.51 -2.44
H 0.63 5.40 -1.94
H 1.34 4.16 -4.59
H -0.13 5.03 -4.18
H 1.36 5.93 -4.54
H 3.38 2.63 -3.21
H 4.97 1.87 -3.02
H 4.06 2.40 -1.58
H 4.85 -0.76 -1.35
C -5.34 -3.25 5.57
N -4.55 -4.40 5.05
O -5.05 -5.50 5.12
O -3.45 -4.16 4.60
H -6.29 -3.62 5.94
H -4.75 -2.79 6.36
H -5.47 -2.55 4.75
*
```

Results of the Mulliken charge analysis, in e, for atoms 1 through 2: number 1, C, carries -0.99; number 2, C, carries -0.05



[2]
The following is a quantum chemistry calculation of a molecular structure, C12H30NO9S at a distorted geometry, from the Open Molecules 2025 dataset.

## Properties
LUMO level	-6.711	eV
strongest force on any atom	1.3	eV/Å
orbital gap	3.65	eV

Geometry as ORCA input:
```
! RIJCOSX wB97M-V def2-TZVPD def2/J DEFGRID3
* xyz 1 1
O 3.24 -3.03 6.78
N 3.74 -3.64 6.03
O 4.16 -2.62 4.60
S 5.51 -1.94 4.77
O 6.43 -2.47 3.61
H 5.19 -0.72 4.28
H 7.22 -2.90 4.00
C -0.70 -2.00 -1.95
O 0.08 -1.76 -0.79
C -0.58 -1.04 0.23
C -0.39 -1.67 1.59
O -1.02 -2.92 1.78
C -0.54 -4.06 1.10
C 0.81 -4.56 1.54
O 1.86 -3.69 1.15
C 2.83 -3.44 2.13
H -0.71 -1.13 -2.61
H -0.25 -2.84 -2.48
H -1.73 -2.26 -1.69
H -1.65 -0.95 0.01
H -0.16 -0.03 0.26
H -0.87 -1.00 2.31
H 0.67 -1.71 1.85
H -0.57 -3.93 0.01
H -1.26 -4.85 1.34
H 0.99 -5.54 1.07
H 0.81 -4.70 2.63
H 2.37 -3.34 3.12
H 3.32 -2.50 1.88
H 3.58 -4.24 2.16
C -0.19 4.77 -4.36
O -1.36 4.71 -3.57
C -2.40 3.92 -4.11
C -3.01 2.99 -3.09
O -2.17 1.94 -2.64
C -1.06 2.24 -1.81
C -1.40 2.72 -0.42
O -1.96 4.01 -0.41
C -3.07 4.18 0.44
H -0.29 5.51 -5.16
H 0.63 5.07 -3.71
H 0.05 3.80 -4.80
H -2.05 3.34 -4.97
H -3.20 4.59 -4.47
H -3.85 2.49 -3.58
H -3.43 3.55 -2.25
H -0.37 2.94 -2.30
H -0.54 1.29 -1.70
H -0.47 2.74 0.17
H -2.08 1.99 0.05
H -3.73 3.31 0.42
H -3.63 5.04 0.08
H -2.76 4.37 1.47
*
```

Results of the Mulliken charge analysis, in e, for atoms 1 through 2: number 1, O, carries 0.05; number 2, N, carries 0.56



[3]
The following is a quantum chemistry calculation of 3 unconnected molecules or ions with the total composition C12H30O3 at a distorted geometry, from the Open Molecules 2025 dataset.

## Properties
LUMO level	0.835	eV
strongest force on any atom	7.4	eV/Å
relative energy (zero: lowest compared OMol25 entry of this formula, charge and spin)	2.689	eV
structure (SMILES)	CCOCC.CCOCC.CCOCC
orbital gap	10.39	eV

Geometry as ORCA input:
```
! RIJCOSX wB97M-V def2-TZVPD def2/J DEFGRID3
* xyz 0 1
C 4.03 1.26 1.62
C 2.51 1.14 1.52
O 2.29 2.04 0.39
C 1.13 1.79 -0.24
C 1.00 2.78 -1.25
H 4.52 2.23 2.05
H 4.81 0.90 0.78
H 4.17 0.48 2.33
H 2.05 1.17 2.58
H 2.24 0.09 1.48
H 0.19 1.65 0.40
H 1.10 0.82 -0.90
H 1.96 2.93 -1.68
H 0.58 3.50 -0.68
H 0.15 2.34 -1.56
C 0.00 -5.16 -1.53
C 0.54 -3.96 -0.68
O 1.64 -3.36 -1.32
C 2.25 -2.33 -0.49
C 3.28 -1.66 -1.28
H 0.76 -5.83 -1.85
H -0.59 -4.67 -2.58
H -0.72 -5.72 -0.96
H 0.74 -4.17 0.36
H -0.29 -3.37 -0.77
H 2.71 -2.61 0.44
H 1.36 -1.52 -0.31
H 4.10 -2.15 -1.46
H 3.67 -0.75 -0.77
H 2.78 -1.03 -2.07
C -2.55 0.30 -1.15
C -3.25 1.51 -0.76
O -3.28 1.43 0.68
C -4.12 2.34 1.38
C -4.47 2.03 2.69
H -1.65 0.27 -0.66
H -2.62 0.33 -2.20
H -3.11 -0.66 -0.99
H -4.26 1.51 -1.18
H -2.79 2.66 -0.80
H -5.20 2.50 0.76
H -3.81 3.39 1.65
H -3.50 1.93 3.37
H -5.01 1.15 2.49
H -5.35 2.48 3.13
*
```

Results of the Mulliken charge analysis, in e, for atoms 1 through 2: number 1, C, carries -1.12; number 2, C, carries -0.10



[4]
The following is a quantum chemistry calculation of a molecular structure, C12H31AsN3PtSbSe4 at a distorted geometry, from the Open Molecules 2025 dataset.

## Properties
LUMO level	-0.458	eV
strongest force on any atom	1.3	eV/Å
relative energy (zero: lowest compared OMol25 entry of this formula, charge and spin)	0.000	eV
orbital gap	6.28	eV

Geometry as ORCA input:
```
! RIJCOSX wB97M-V def2-TZVPD def2/J DEFGRID3
* xyz 0 1
Pt 0.11 -0.31 -0.66
N -3.09 -0.28 -2.25
C -2.86 0.40 -0.95
C -3.73 -0.05 0.20
C -3.00 0.34 1.51
N -1.91 -0.60 1.72
C -2.45 1.77 1.47
C -1.81 2.28 0.17
N -0.39 1.83 -0.06
C -2.72 1.91 -1.01
H -4.02 -0.17 -2.64
H -2.84 -1.27 -2.18
H -2.33 0.12 -2.92
H -1.84 0.11 -0.70
H -3.87 -1.13 0.19
H -4.72 0.42 0.17
H -3.74 0.31 2.32
H -2.24 -1.56 1.79
H -1.38 -0.39 2.55
H -1.75 1.91 2.31
H -3.29 2.45 1.67
H -1.78 3.37 0.24
H 0.20 2.23 0.67
H -0.07 2.23 -0.94
H -2.28 2.24 -1.95
H -3.68 2.41 -0.88
Se -0.84 -2.30 -5.52
Sb 0.64 -1.37 -3.86
Se -0.11 -2.50 -1.65
Se 3.04 -1.33 -3.85
Se -0.28 0.85 -3.14
C 1.79 0.71 2.75
C 2.23 -0.66 2.25
As 2.19 -0.81 0.30
C 3.55 0.44 -0.31
C 3.04 1.82 -0.69
C 3.06 -2.52 0.04
C 2.40 -3.67 0.79
H 1.77 0.74 3.84
H 0.78 0.94 2.39
H 2.46 1.50 2.41
H 1.56 -1.44 2.62
H 3.24 -0.90 2.59
H 3.98 -0.05 -1.18
H 4.32 0.48 0.47
H 2.29 1.74 -1.48
H 3.86 2.43 -1.07
H 2.61 2.35 0.17
H 4.09 -2.37 0.39
H 3.09 -2.69 -1.04
H 2.46 -3.54 1.87
H 2.89 -4.61 0.54
H 1.35 -3.76 0.50
*
```

Results of the Mulliken charge analysis, in e, for atoms 1 through 2: number 1, Pt, carries 1.01; number 2, N, carries 0.18